CH3NS2 | ωB97M-V/def2-TZVPD

```
7
Properties=species:S:1:pos:R:3:mulliken_charge:R:1
C 2.237 1.127 0.706 0.055
N -0.533 -0.525 0.130 -0.478
S 2.937 0.505 -0.476 -0.063
S -2.275 -0.361 -0.268 -0.126
H -2.115 0.884 0.201 0.143
H 0.092 -0.072 -0.499 0.231
H -0.343 -1.559 0.206 0.238
```

Spin multiplicity: 1
Gap between HOMO and LUMO: 8.5 eV
Energy above the lowest of the compared OMol25 structures with the same formula, charge and spin: 3.127 eV
Calculated total energy: -24242.988 eV

CH3NSi | ωB97M-V/def2-TZVPD

```
6
Properties=species:S:1:pos:R:3:mulliken_charge:R:1
N -2.711 -0.133 0.000 -0.319
C -1.558 -0.040 -0.041 -0.056
Si 0.751 -0.053 -0.036 0.576
H 0.913 0.230 1.315 -0.072
H 1.436 -1.177 -0.432 -0.078
H 1.169 1.173 -0.805 -0.051
```

Spin multiplicity: 1
Gap between HOMO and LUMO: 11.5 eV
Energy above the lowest of the compared OMol25 structures with the same formula, charge and spin: 1.209 eV
SMILES: N#C[SiH3]
Calculated total energy: -10451.130 eV

CH3NSi | ωB97M-V/def2-TZVPD

```
6
Properties=species:S:1:pos:R:3:mulliken_charge:R:1
C 1.006 0.508 0.575 0.173
N 1.899 1.100 0.982 -0.310
Si -0.431 -0.446 -0.106 0.223
H -1.204 -1.040 0.974 -0.029
H -1.290 1.209 -1.258 -0.029
H 0.021 -1.331 -1.166 -0.027
```

Spin multiplicity: 1
Gap between HOMO and LUMO: 9.9 eV
Energy above the lowest of the compared OMol25 structures with the same formula, charge and spin: 1.897 eV
Calculated total energy: -10450.442 eV

CH3O2 | ωB97M-V/def2-TZVPD

```
6
Properties=species:S:1:pos:R:3:mulliken_charge:R:1
C -0.286 0.004 -0.018 -0.422
O -2.532 -0.318 0.025 0.139
O -1.638 0.488 -0.016 0.295
H 0.254 0.748 -0.744 0.308
H 0.018 0.426 0.959 0.323
H -0.125 -1.152 -0.176 0.358
```

Spin multiplicity: 1
Charge: +1
Gap between HOMO and LUMO (spin up / spin down): 9.4 / 9.4 eV
Energy above the lowest of the compared OMol25 structures with the same formula, charge and spin: 6.038 eV
Calculated total energy: -5165.586 eV